Density functional theory data (ωB97M-V/def2-TZVPD) for a molecular structure, C29H74As4CdNO6PS3Si2Te in a non-equilibrium geometry.

For the HOMO energy, the calculation gives -6.815 eV. The value obtained for the LUMO energy is 0.00464 Eh. The energy above the lowest of the compared OMol25 structures with the same formula, charge and spin comes out at 0.0 kJ/mol. The HOMO-LUMO gap comes out at 0.255 hartree. As for the total energy: -13149.4359 Eh.

Structure (XYZ):
```
122
Properties=species:S:1:pos:R:3:lowdin_charge:R:1
Cd 0.371 0.342 -1.513 0.96
C -3.801 0.310 3.132 -0.36
As -2.773 0.881 1.607 1.14
C -4.373 1.689 0.771 -0.30
C -2.130 2.626 2.232 -0.36
C -0.719 2.819 2.788 -0.69
C -0.721 4.067 3.708 -0.10
C 0.327 3.173 1.741 -0.35
As 1.169 1.770 0.652 1.05
C 2.538 2.888 -0.198 -0.29
C 2.292 0.798 1.882 -0.35
C -0.338 1.634 3.684 -0.39
As 1.250 1.952 4.810 1.13
C 1.761 0.123 5.421 -0.32
C 0.273 2.443 6.484 -0.32
H -4.222 1.117 3.782 0.05
H -3.155 -0.260 3.771 -0.01
H -4.619 -0.340 2.863 0.02
H -4.744 2.412 1.512 0.03
H -5.135 0.955 0.557 0.02
H -4.059 2.203 -0.141 -0.01
H -2.806 2.928 3.023 0.07
H -2.270 3.357 1.445 0.08
H -1.013 4.885 3.060 0.09
H 0.261 4.286 4.145 0.05
H -1.501 3.999 4.448 0.08
H 1.241 3.635 2.202 0.08
H 0.007 3.847 0.951 0.04
H 3.111 3.331 0.622 0.03
H 2.093 3.650 -0.856 0.02
H 3.142 2.210 -0.838 0.00
H 2.767 1.558 2.513 0.01
H 3.059 0.289 1.264 0.01
H 1.809 0.057 2.503 -0.01
H -0.210 0.703 3.103 0.05
H -1.199 1.499 4.384 0.08
H 2.368 -0.426 4.663 0.01
H 0.955 -0.584 5.681 0.03
H 2.287 0.339 6.352 0.01
H -0.025 3.476 6.442 -0.01
H 0.938 2.332 7.368 0.02
H -0.602 1.747 6.579 0.04
C -0.797 -6.235 1.014 -0.54
C -1.609 -5.480 2.051 -0.53
S -1.062 -3.806 2.409 0.88
C -2.479 -2.875 1.880 -0.58
C -2.740 -2.813 0.355 -0.44
S -1.284 -2.066 -0.615 0.70
C -0.869 -3.305 -1.815 -0.57
C -0.081 -4.527 -1.193 -0.52
S -1.177 -5.845 -0.703 0.88
H -1.163 -7.225 1.059 0.05
H 0.278 -6.170 1.184 0.07
H -1.456 -6.024 2.979 0.07
H -2.650 -5.478 1.796 0.07
H -2.345 -1.907 2.340 0.00
H -3.358 -3.233 2.462 0.09
H -3.605 -2.143 0.170 0.05
H -2.890 -3.827 -0.074 0.05
H -0.182 -2.784 -2.404 -0.03
H -1.737 -3.611 -2.407 0.08
H 0.423 -4.125 -0.322 0.04
H 0.473 -4.947 -2.021 0.06
O -0.592 4.138 -1.166 -0.07
H -0.143 4.606 -1.892 0.06
H -0.828 3.266 -1.460 -0.04
C -3.579 4.782 -3.341 -0.06
C -3.663 3.458 -2.645 -0.29
O -3.037 2.451 -3.434 -0.29
P -2.601 1.057 -2.800 0.05
O -1.552 1.339 -1.714 -0.61
Te -1.895 -0.302 -4.548 0.43
O -3.914 0.485 -2.026 -0.31
C -4.987 0.018 -2.766 -0.36
C -5.042 -1.481 -2.809 -0.08
H -4.000 5.584 -2.708 0.09
H -4.094 4.827 -4.246 0.05
H -2.550 4.990 -3.655 0.08
H -4.706 3.153 -2.497 0.12
H -3.260 3.459 -1.704 0.05
H -4.957 0.384 -3.775 0.09
H -5.854 0.458 -2.276 0.12
H -4.336 -1.936 -3.506 0.03
H -6.058 -1.792 -2.922 0.07
H -4.728 -1.854 -1.838 0.06
C 3.932 2.117 -3.876 -0.24
Si 2.331 1.318 -4.276 0.12
C 2.405 0.818 -6.071 -0.24
C 0.926 2.604 -4.203 -0.23
As 1.991 -0.684 -3.072 0.58
Si 4.015 -1.335 -2.331 0.06
C 5.004 -1.476 -3.926 -0.23
C 5.004 -0.349 -1.130 -0.21
C 3.805 -3.014 -1.581 -0.23
H 4.324 2.713 -4.710 0.04
H 4.722 1.429 -3.531 0.00
H 3.841 2.924 -3.117 0.03
H 2.591 1.793 -6.595 0.05
H 1.547 0.371 -6.542 0.02
H 3.285 0.222 -6.211 0.01
H 1.151 3.420 -4.859 0.02
H 0.689 2.934 -3.174 -0.01
H -0.001 2.155 -4.633 -0.02
H 5.093 -0.485 -4.356 0.00
H 4.600 -2.173 -4.606 0.01
H 6.043 -1.845 -3.604 0.06
H 4.526 -0.279 -0.171 -0.01
H 5.170 0.698 -1.468 0.03
H 5.996 -0.775 -1.052 0.03
H 3.471 -3.787 -2.263 0.03
H 3.091 -2.854 -0.753 0.01
H 4.784 -3.307 -1.166 0.04
N 2.270 -4.636 3.135 0.01
C 3.466 -3.849 2.793 -0.16
C 3.145 -2.540 2.156 -0.52
O 3.905 -1.609 2.124 0.08
O 1.905 -2.410 1.598 0.04
H 2.194 -4.763 4.145 0.09
H 2.351 -5.553 2.697 0.08
H 1.340 -3.178 1.820 0.01
H 4.118 -4.435 2.122 0.14
H 4.051 -3.567 3.667 0.13
```